# C48H54N4O2P2ReSi

C48H54N4O2P2ReSi as an isolated structure (ωB97M-V/def2-TZVPD, the Open Molecules 2025 dataset).

Results
**Gap between HOMO and LUMO (alpha / beta)**: 0.2366 / 0.2152 Ha
**Total charge**: +2
**Highest occupied orbital energy (alpha / beta)**: -12.3 / -12.6 eV
**2S+1**: 4
**DFT total energy**: -3280.91902 Eh
**Relative energy (zero: lowest compared OMol25 entry of this formula, charge and spin)**: 0.0 kJ/mol

Geometry (Å):
Re  0.037  -0.010  0.201
C  -3.370  -0.330  2.076
C  -2.480  -1.479  2.560
C  -3.324  -2.712  2.886
P  -0.949  -1.803  1.529
C  -1.033  -3.378  0.554
C  -2.152  -3.327  -0.489
C  -1.042  -4.711  1.302
C  0.326  -1.905  2.802
C  0.285  -2.881  3.801
C  1.131  -2.817  4.891
C  1.987  -1.729  5.004
C  2.026  -0.741  4.037
C  1.218  -0.823  2.898
N  1.177  0.156  1.899
C  1.960  1.331  1.994
C  3.327  1.314  2.247
C  4.036  2.504  2.318
C  3.399  3.724  2.135
C  2.049  3.747  1.818
C  1.332  2.557  1.709
P  -0.376  2.359  1.120
C  -1.417  2.653  2.612
C  -1.028  1.694  3.736
C  -1.314  4.099  3.102
C  -0.887  3.573  -0.186
C  -2.421  3.573  -0.229
C  -0.317  4.989  -0.169
H  -3.742  0.231  2.935
H  -2.850  0.368  1.416
H  -4.242  -0.708  1.542
H  -2.007  -1.171  3.494
H  -3.800  -3.128  1.999
H  -2.756  -3.496  3.380
H  -4.120  -2.414  3.571
H  -0.084  -3.318  0.017
H  -3.129  -3.519  -0.047
H  -2.201  -2.369  -1.011
H  -1.976  -4.097  -1.241
H  -1.935  -4.854  1.904
H  -1.025  -5.514  0.561
H  -0.166  -4.837  1.933
H  -0.437  -3.683  3.742
H  1.097  -3.577  5.660
H  2.629  -1.637  5.871
H  2.677  0.108  4.192
H  3.837  0.368  2.379
H  5.099  2.476  2.522
H  3.953  4.649  2.222
H  1.560  4.695  1.649
H  -2.446  2.451  2.308
H  -0.048  1.949  4.143
H  -1.755  1.779  4.545
H  -0.992  0.656  3.413
H  -0.283  4.356  3.354
H  -1.691  4.821  2.382
H  -1.906  4.208  4.013
H  -0.543  3.098  -1.111
H  -2.842  4.150  0.595
H  -2.756  4.032  -1.160
H  -2.844  2.565  -0.191
H  -0.532  5.520  0.757
H  0.761  4.997  -0.327
H  -0.770  5.558  -0.983
O  4.572  0.088  -5.227
N  5.059  -0.769  -4.513
O  6.057  -1.400  -4.754
C  4.339  -1.087  -3.263
C  4.362  -2.363  -2.856
C  3.646  -2.733  -1.676
C  3.778  -4.020  -1.126
C  3.166  -4.300  0.063
C  2.403  -3.293  0.669
N  2.217  -2.096  0.147
C  2.836  -1.802  -1.011
C  2.752  -0.442  -1.523
N  1.920  0.473  -0.934
C  2.100  1.754  -1.237
C  3.057  2.225  -2.127
C  3.787  1.314  -2.837
C  3.611  -0.057  -2.567
H  4.942  -3.097  -3.402
H  4.386  -4.759  -1.634
H  3.268  -5.265  0.541
H  1.924  -3.476  1.626
H  1.448  2.464  -0.756
H  3.169  3.289  -2.279
H  4.489  1.634  -3.591
C  0.328  -0.681  -6.193
C  1.135  0.046  -5.324
C  0.669  0.357  -4.058
C  -0.612  -0.024  -3.639
C  -1.418  -0.740  -4.541
C  -0.945  -1.077  -5.801
Si  -1.259  0.208  -1.936
C  -3.072  0.457  -2.110
C  -3.522  1.285  -3.150
C  -4.866  1.602  -3.269
C  -5.785  1.067  -2.375
C  -5.361  0.226  -1.353
C  -4.013  -0.060  -1.215
H  0.690  -0.932  -7.182
H  2.124  0.364  -5.634
H  1.299  0.933  -3.402
H  -2.420  -1.042  -4.260
H  -1.573  -1.639  -6.479
H  0.023  -1.303  -0.899
H  -2.819  1.686  -3.873
H  -5.200  2.252  -4.068
H  -6.837  1.302  -2.480
H  -6.083  -0.202  -0.668
H  -3.690  -0.709  -0.414

Cartesian forces (eV/Å) of the 2 atoms listed first:
Re 0.4 0.0 0.0
C 0.0 0.0 0.0